1.
The following is a quantum chemistry calculation of one molecule with the formula C20H44N4, from OMol25.

The maximum force is 0.59 eV/A. For the HOMO energy, the calculation gives -0.299 hartree. The calculated total energy comes out at -1007.46001 Ha.

Structure (XYZ):
```
68
Properties=species:S:1:pos:R:3:mulliken_charge:R:1
C -0.503 -3.698 1.124 -1.043
C -0.698 -3.533 -0.380 -0.612
C -1.826 -2.560 -0.744 0.672
C -2.211 -2.716 -2.216 -1.747
C -1.473 -1.098 -0.365 0.072
C -0.220 -0.554 -1.095 -1.921
N 0.992 -0.466 -0.305 -0.051
C 1.184 0.731 0.487 -0.186
C 2.637 0.748 0.983 -1.264
C 3.626 0.821 -0.177 -0.682
C 5.072 0.722 0.298 -0.560
C 6.060 0.794 -0.862 -0.666
N 7.417 0.588 -0.390 -0.317
C 8.402 0.666 -1.447 -0.869
C 0.190 0.900 1.655 -0.407
N 0.129 -0.298 2.477 -0.105
C -0.822 -0.180 3.563 -1.036
N -2.557 -0.149 -0.556 0.417
C -3.731 -0.334 0.271 -1.159
C -4.647 0.895 0.216 0.460
C -3.884 2.190 0.546 -0.369
C -4.418 3.233 -0.431 -0.855
C -4.638 2.419 -1.701 -0.519
C -5.269 1.128 -1.178 -1.130
H -0.221 -2.761 1.597 0.049
H 0.280 -4.429 1.321 0.395
H -1.422 -4.050 1.588 0.358
H 0.235 -3.201 -0.838 0.272
H -0.939 -4.511 -0.807 0.394
H -2.702 -2.837 -0.144 0.471
H -2.545 -3.734 -2.407 0.496
H -1.369 -2.510 -2.872 0.325
H -3.026 -2.045 -2.482 0.340
H -1.259 -1.097 0.708 -0.006
H 0.014 -1.184 -1.958 0.445
H -0.446 0.447 -1.472 0.330
H 1.076 -1.280 0.293 0.424
H 1.042 1.588 -0.185 0.568
H 2.835 -0.162 1.553 0.385
H 2.784 1.604 1.646 0.373
H 3.405 0.008 -0.869 0.333
H 3.483 1.762 -0.714 0.250
H 5.283 1.533 1.001 0.334
H 5.228 -0.221 0.824 0.293
H 5.942 1.758 -1.391 0.349
H 5.840 -0.003 -1.580 0.375
H 7.630 1.277 0.326 0.235
H 8.214 -0.138 -2.158 0.294
H 9.394 0.528 -1.020 0.331
H 8.384 1.621 -1.997 0.311
H 0.470 1.796 2.238 0.812
H -0.811 1.068 1.250 -0.417
H 1.052 -0.486 2.862 0.251
H -1.818 -0.035 3.142 0.226
H -0.817 -1.102 4.142 0.316
H -0.613 0.664 4.238 0.393
H -2.821 -0.108 -1.534 0.356
H -4.327 -1.224 0.000 0.280
H -3.385 -0.472 1.301 0.159
H -5.446 0.730 0.945 0.542
H -4.008 2.487 1.586 0.420
H -2.824 2.021 0.352 -0.218
H -3.727 4.063 -0.575 0.385
H -5.370 3.633 -0.077 0.318
H -3.675 2.207 -2.168 0.199
H -5.272 2.926 -2.427 0.429
H -6.348 1.261 -1.084 0.385
H -5.101 0.285 -1.848 0.315
```


2.
The following is a quantum chemistry calculation of C7H6NO4P as an isolated structure at a distorted geometry, from OMol25.

The maximum force is 6.80 eV/A. The net charge is -2. For the HOMO energy, the calculation gives -0.015 hartree. The calculated total energy comes out at -967.32069 Ha.

Structure (XYZ):
```
19
Properties=species:S:1:pos:R:3:mulliken_charge:R:1
C 1.893 -0.121 0.021 -0.356
C 1.278 -1.082 -0.836 -0.432
C 1.126 0.751 0.748 -0.662
C -0.064 -1.271 -0.898 -0.672
C -0.251 0.611 0.769 -0.208
C -0.854 -0.466 0.015 0.830
C -2.243 -0.437 0.002 -0.590
N -3.105 0.326 0.432 0.483
O -1.989 2.152 2.574 -0.757
O -1.608 2.790 0.086 -0.663
O -4.326 0.201 0.421 -0.683
O -3.895 2.895 1.201 -0.792
P -2.512 2.382 1.206 0.766
H 2.935 -0.115 -0.079 0.405
H 1.886 -1.879 -1.214 0.290
H 1.561 1.645 1.256 0.275
H -0.746 -2.059 -1.183 0.263
H -0.882 1.226 1.297 0.454
H -2.956 -1.871 -0.340 0.049
```


3.
The following is a quantum chemistry calculation of C4H10NS as an isolated structure at a distorted geometry, from OMol25.

The maximum force is 5.89 eV/A. The net charge is +1. For the HOMO energy, the calculation gives -0.511 hartree. The calculated total energy comes out at -611.01909 Ha.

Structure (XYZ):
```
16
Properties=species:S:1:pos:R:3:mulliken_charge:R:1
C -0.145 -0.526 -1.024 -0.913
C -0.588 1.779 -0.387 -0.522
C -0.222 -0.421 0.943 0.101
C 0.756 -1.385 1.522 -1.272
N 0.051 0.911 -1.363 -0.134
S 0.232 1.367 1.181 -0.037
H 0.549 -1.237 -1.373 0.422
H -1.165 -0.874 -1.189 0.394
H -0.430 2.745 -0.688 0.399
H -1.649 1.490 -0.333 0.338
H -1.292 -0.664 1.202 0.364
H 1.816 -1.338 1.177 0.366
H 0.614 -2.419 1.071 0.354
H 0.751 -1.359 2.615 0.358
H 1.073 1.035 -1.080 0.399
H -0.353 0.896 -2.274 0.381
```


4.
The following is a quantum chemistry calculation of a 12-piece molecular cluster, C78H166N7O22S5 overall at a distorted geometry, from OMol25.

The maximum force is 13.80 eV/A. Its expectation value of S² is 15.7831. The spin multiplicity is 8. For the HOMO energy (alpha / beta), the calculation gives -0.262 / -0.302 hartree. The calculated total energy comes out at -7099.66096 Ha.

Structure (XYZ):
```
278
Properties=species:S:1:pos:R:3:mulliken_charge:R:1
C 13.690 25.284 24.334 -1.073
C 12.760 25.052 23.106 1.655
C 13.231 23.591 22.556 -1.165
C 12.145 22.899 21.634 -0.725
C 11.028 22.584 22.625 -0.422
C 10.315 23.913 23.179 1.272
N 11.369 24.840 23.729 0.776
O 10.941 25.818 24.438 -0.650
C 9.339 24.656 22.310 -1.691
C 9.673 23.433 24.631 -1.437
C 12.767 26.245 22.168 -1.725
H 13.683 24.463 25.100 0.229
H 13.736 26.277 24.911 0.400
H 14.732 25.279 23.854 -0.040
H 14.236 23.762 22.176 0.677
H 13.322 22.958 23.363 0.005
H 12.696 21.992 21.251 0.131
H 11.899 23.546 20.810 0.569
H 11.483 21.912 23.311 -0.198
H 10.180 21.945 22.147 0.340
H 8.332 24.125 22.155 0.364
H 9.116 25.612 22.851 0.396
H 9.724 24.959 21.313 0.297
H 10.349 22.924 25.326 0.198
H 9.286 24.376 24.984 0.521
H 8.965 22.568 24.490 0.357
H 12.733 26.306 21.100 0.348
H 13.609 26.934 22.423 0.343
H 11.923 26.805 22.662 0.400
C 17.562 26.057 23.204 -1.315
C 19.172 25.865 23.320 1.459
C 19.527 26.084 24.623 -1.458
C 19.182 24.989 25.726 -0.795
C 19.767 23.642 25.310 -1.297
C 19.448 23.233 23.940 2.283
N 19.365 24.536 23.057 0.579
O 19.708 24.266 21.906 -0.318
C 20.615 22.459 23.562 -2.020
C 18.152 22.504 24.013 -1.711
C 19.893 26.608 22.378 -1.817
H 16.854 25.349 23.602 -0.096
H 17.372 26.443 22.166 0.390
H 17.675 26.929 23.817 0.512
H 20.549 26.376 24.791 0.537
H 19.085 27.032 24.992 0.547
H 18.066 24.764 25.836 0.237
H 19.537 25.174 26.809 0.386
H 19.190 22.887 25.923 0.226
H 20.860 23.533 25.486 0.432
H 20.241 21.595 24.025 0.689
H 20.626 22.122 22.490 0.088
H 21.581 22.925 23.720 0.594
H 17.264 22.832 24.552 0.434
H 17.952 21.939 23.072 -0.339
H 18.631 21.526 24.401 0.297
H 20.927 26.496 22.644 0.490
H 19.626 27.574 22.844 0.455
H 19.670 26.556 21.343 0.201
C 20.062 10.891 19.380 -1.751
C 19.618 12.132 20.063 1.296
C 20.673 13.214 19.752 -0.614
C 19.888 14.347 19.076 -0.493
C 18.501 14.784 19.595 0.466
C 17.713 13.669 19.012 1.352
N 18.211 12.219 19.677 0.660
O 17.149 11.439 20.143 -0.641
C 16.215 14.054 19.533 -1.374
C 17.632 13.452 17.587 -1.593
C 19.894 11.922 21.680 -1.243
H 21.172 10.923 19.320 0.372
H 19.488 10.693 18.540 0.542
H 19.842 9.982 19.921 0.384
H 21.135 13.437 20.726 -0.780
H 21.466 12.786 19.202 0.620
H 19.745 14.158 18.021 0.916
H 20.734 15.114 19.329 -0.451
H 17.941 15.731 19.418 -0.449
H 18.439 14.824 20.732 -0.139
H 16.005 13.006 19.714 0.911
H 16.137 14.687 20.474 -0.176
H 15.616 14.450 18.714 0.240
H 18.620 13.019 17.151 0.318
H 16.706 12.775 17.630 0.395
H 17.327 14.323 16.971 0.178
H 19.149 11.121 21.964 0.452
H 19.510 12.830 22.268 0.065
H 21.011 11.608 21.726 0.348
C 18.859 15.941 24.247 -1.039
C 19.773 17.170 24.058 1.719
C 20.392 17.643 25.493 -0.919
C 21.486 16.672 25.792 -0.536
C 22.791 16.550 24.911 -1.204
C 22.398 16.039 23.350 1.784
N 21.090 16.952 22.942 -0.228
O 20.465 16.143 21.891 0.193
C 23.493 16.592 22.390 -2.355
C 22.234 14.556 23.192 -1.219
C 19.080 18.388 23.474 -0.960
H 19.217 15.356 23.429 -0.019
H 17.803 15.973 23.966 0.273
H 18.933 15.499 25.270 0.329
H 20.647 18.681 25.554 0.448
H 19.742 17.257 26.241 0.336
H 20.881 15.749 25.791 0.228
H 21.811 16.694 26.882 0.375
H 23.293 15.756 25.469 0.551
H 23.373 17.460 25.054 0.370
H 23.163 17.590 22.211 0.492
H 24.527 16.549 22.578 0.469
H 23.453 16.184 21.400 0.555
H 21.855 14.143 22.236 -0.242
H 23.209 14.051 23.283 0.528
H 21.669 14.122 24.009 0.436
H 18.296 18.294 22.793 -0.590
H 19.890 18.885 23.009 0.054
H 18.664 19.105 24.122 0.571
C 17.406 18.048 19.530 -0.786
C 16.520 19.063 20.242 2.241
C 17.280 20.203 20.929 0.437
C 17.883 21.361 20.084 0.971
C 16.879 21.905 19.077 -1.543
C 16.038 20.884 18.260 2.677
N 15.451 19.537 19.046 -0.042
O 14.889 18.705 18.514 -0.268
C 14.827 21.386 17.681 -1.429
C 16.941 20.297 16.995 -1.072
C 15.779 18.280 21.196 -0.774
H 16.642 17.469 18.879 0.034
H 17.923 17.339 20.234 0.181
H 18.125 18.385 18.757 -0.235
H 16.389 20.648 21.310 0.227
H 17.978 19.798 21.702 -1.062
H 18.706 21.010 19.476 -0.813
H 18.370 22.067 20.691 0.267
H 17.472 22.721 18.601 0.591
H 16.086 22.293 19.783 -0.315
H 14.938 22.097 16.825 -0.046
H 14.312 20.506 17.377 0.654
H 14.213 21.841 18.510 0.108
H 16.265 20.215 16.121 0.386
H 17.899 20.653 16.670 0.205
H 17.017 19.236 17.160 -0.411
H 14.936 17.742 20.715 0.692
H 15.178 19.015 21.750 -0.895
H 16.319 17.641 21.965 -0.413
C 14.909 20.249 24.359 -1.592
C 13.792 19.247 24.576 2.242
C 14.465 17.994 25.149 -1.074
C 15.131 17.943 26.549 -0.676
C 13.915 18.259 27.499 -1.516
C 13.089 19.512 27.417 1.752
N 13.105 20.032 25.893 0.304
O 12.480 21.189 25.669 -0.389
C 11.647 19.249 27.882 -1.735
C 13.897 20.686 27.924 -1.961
C 12.858 19.044 23.464 -0.253
H 14.403 20.975 23.761 0.066
H 15.698 19.852 23.663 -0.408
H 15.251 20.880 25.150 0.800
H 13.606 17.263 25.217 0.569
H 15.139 17.562 24.394 -0.075
H 15.825 18.698 26.828 0.270
H 15.596 16.993 26.839 0.471
H 14.192 18.057 28.534 0.512
H 13.165 17.465 27.242 0.385
H 11.681 18.925 28.917 0.414
H 11.079 20.227 27.925 0.304
H 11.026 18.467 27.428 0.372
H 14.975 20.637 27.839 0.272
H 13.357 21.523 27.579 0.573
H 13.921 20.615 29.030 0.435
H 12.389 19.889 22.986 -0.028
H 12.231 18.191 23.763 0.486
H 13.584 18.726 22.695 -0.066
C 19.838 19.235 14.146 -1.301
C 21.393 19.377 13.940 1.428
C 21.949 19.903 15.230 -0.038
C 21.882 18.814 16.251 0.832
C 22.569 17.559 15.859 -1.597
C 22.068 16.705 14.620 1.980
N 21.746 17.903 13.468 0.522
O 21.331 17.502 12.307 -0.601
C 23.339 15.843 14.002 -1.873
C 20.872 15.919 14.843 -1.271
C 21.860 20.461 12.749 -1.542
H 19.271 20.194 14.114 -0.053
H 19.815 18.670 15.017 0.345
H 19.321 18.564 13.370 0.315
H 22.868 20.515 15.116 0.330
H 21.075 20.528 15.470 -0.371
H 20.906 18.708 16.603 0.172
H 22.493 19.018 17.123 -0.535
H 22.401 16.932 16.806 0.190
H 23.660 17.722 15.670 0.317
H 23.090 15.265 13.049 0.372
H 24.168 16.394 13.734 0.503
H 23.654 15.036 14.624 0.411
H 20.662 14.943 14.451 0.475
H 20.441 16.023 15.862 -0.074
H 20.065 16.472 14.184 0.134
H 22.903 20.316 12.873 0.498
H 21.615 21.363 13.265 0.204
H 21.505 20.351 11.802 0.471
O 22.232 21.668 20.666 -0.498
S 22.051 20.542 19.819 0.317
O 21.200 20.605 18.573 0.498
O 23.483 20.092 19.303 -0.160
C 24.507 19.955 20.290 -0.381
C 25.361 18.660 20.185 -0.947
C 21.459 19.022 20.661 -0.214
H 24.136 20.113 21.282 0.372
H 25.194 20.811 20.206 0.469
H 25.596 18.345 19.131 0.222
H 24.880 17.870 20.756 0.060
H 26.263 18.960 20.692 0.457
H 22.081 18.999 21.577 0.135
H 21.515 18.028 20.240 0.477
H 20.375 19.124 20.942 -0.829
O 23.365 24.912 15.426 -0.717
S 22.666 23.967 16.247 1.094
O 23.409 22.872 16.907 -0.551
O 21.915 24.825 17.347 -0.471
C 21.176 24.074 18.376 0.328
C 19.948 24.934 18.648 -0.803
C 21.285 23.362 15.323 -0.277
H 21.852 23.856 19.167 0.496
H 20.752 23.159 18.056 -0.129
H 19.284 24.494 19.414 0.014
H 19.416 25.037 17.722 0.064
H 20.169 25.933 18.934 0.402
H 20.817 24.301 15.118 0.445
H 20.684 22.845 16.069 -0.131
H 21.574 22.824 14.418 0.081
O 17.299 16.504 14.149 -0.702
S 16.046 17.116 14.264 1.523
O 16.010 18.470 13.866 -0.768
O 15.187 16.317 13.218 -0.258
C 14.036 16.923 12.638 -0.110
C 13.365 16.056 11.593 -1.246
C 15.186 16.928 15.857 -0.317
H 14.332 17.921 12.314 0.312
H 13.363 17.028 13.436 0.239
H 12.680 16.733 10.958 0.325
H 12.621 15.390 12.078 0.281
H 13.885 15.508 10.837 0.360
H 14.154 17.083 15.551 0.468
H 15.734 17.637 16.500 -0.232
H 15.236 15.884 16.260 0.093
O 18.147 25.010 15.110 -0.656
S 16.896 24.509 14.542 1.131
O 16.107 23.513 15.308 -0.631
O 16.018 25.773 14.187 -0.241
C 15.478 26.653 15.135 -0.187
C 14.966 27.908 14.437 -1.225
C 17.115 23.939 12.938 -0.722
H 16.195 26.913 15.876 0.353
H 14.656 26.098 15.676 0.247
H 15.773 28.577 14.087 0.290
H 14.184 28.355 15.022 0.394
H 14.389 27.458 13.652 0.329
H 16.153 23.656 12.512 0.334
H 17.633 22.989 13.167 0.133
H 17.762 24.580 12.336 0.348
O 10.842 14.352 17.142 -0.638
S 11.674 15.039 18.050 1.087
O 13.054 15.393 17.786 -0.428
O 10.750 16.410 18.321 -0.417
C 11.295 17.672 18.930 0.545
C 10.767 17.764 20.294 -0.634
C 11.661 14.087 19.567 -0.942
H 11.044 18.456 18.208 0.269
H 12.324 17.532 18.891 -0.368
H 10.951 18.733 20.783 0.054
H 11.107 16.942 20.980 0.138
H 9.648 17.670 20.216 0.375
H 10.667 13.893 19.977 0.333
H 12.262 14.551 20.308 0.277
H 12.299 13.204 19.292 0.366
```